1.
Entry from OMol25: a molecular structure, C5H6N2O in a non-equilibrium geometry (ωB97M-V/def2-TZVPD).

Geometry as ORCA input:
```
! wB97M-V def2-TZVPD RIJCOSX def2/J DEFGRID3
* xyz 0 1
C -1.11 -0.21 -0.13
C -0.22 1.86 0.00
C 0.75 0.96 -0.13
C 2.09 0.05 0.08
C 0.22 -0.27 -0.45
H -2.60 -1.43 1.11
H -2.81 -1.12 -0.66
H -0.36 2.91 -0.14
H 2.47 -0.12 -0.93
H 2.55 0.26 1.06
H 1.31 -1.78 0.57
N -2.15 -1.12 -0.03
N 1.31 -1.20 -0.23
O -1.46 1.20 -0.12
*
```

Properties
relative energy (zero: lowest compared OMol25 entry of this formula, charge and spin) = 5.947 eV
F_max = 9.157 eV/Å
E_LUMO = 0.82 eV
gap between HOMO and LUMO = 8.905 eV
HOMO level = -8.086 eV

2.
Entry from OMol25: C5H6N2O in the gas phase in a non-equilibrium geometry (ωB97M-V/def2-TZVPD).

Geometry as ORCA input:
```
! wB97M-V def2-TZVPD RIJCOSX def2/J DEFGRID3
* xyz 0 1
C -2.48 -0.93 -0.12
C -1.16 -0.18 0.06
C 0.94 0.48 0.11
C 1.42 -1.30 0.09
C 0.10 -0.57 0.20
H -3.08 -0.75 0.85
H -2.09 -2.09 -0.34
H -3.27 -0.57 -0.95
H -1.60 1.87 0.29
H 1.64 -1.83 -0.81
H 1.88 -1.79 1.10
N -0.90 1.28 0.02
N 0.39 1.73 -0.06
O 2.14 -0.12 -0.24
*
```

Properties
relative energy (zero: lowest compared OMol25 entry of this formula, charge and spin) = 4.800 eV
F_max = 6.400 eV/Å
E_LUMO = 0.70 eV
gap between HOMO and LUMO = 9.192 eV
HOMO level = -8.488 eV

3.
Entry from OMol25: a molecular structure, C5H6N2O in a non-equilibrium geometry (ωB97M-V/def2-TZVPD).

Geometry as ORCA input:
```
! wB97M-V def2-TZVPD RIJCOSX def2/J DEFGRID3
* xyz 0 1
C -1.04 0.14 0.34
C -2.15 -0.69 0.03
C -0.58 1.56 -0.07
C 0.71 1.47 -0.25
C 1.15 -0.07 0.14
H 1.13 -1.91 -0.52
H -2.07 -1.72 0.47
H -3.17 -0.22 -0.25
H -1.03 2.42 0.07
H 1.30 2.36 -0.60
H 3.27 -0.09 0.19
N 0.07 -0.71 0.72
N 2.31 -0.61 0.23
O 0.09 -1.92 -0.51
*
```

Properties
relative energy (zero: lowest compared OMol25 entry of this formula, charge and spin) = 6.036 eV
F_max = 6.820 eV/Å
E_LUMO = -0.14 eV
gap between HOMO and LUMO = 8.834 eV
HOMO level = -8.978 eV

What did the third record say?
Entry from OMol25: a molecular structure, C5H6N2O in a non-equilibrium geometry (ωB97M-V/def2-TZVPD).

Geometry as ORCA input:
```
! wB97M-V def2-TZVPD RIJCOSX def2/J DEFGRID3
* xyz 0 1
C -1.04 0.14 0.34
C -2.15 -0.69 0.03
C -0.58 1.56 -0.07
C 0.71 1.47 -0.25
C 1.15 -0.07 0.14
H 1.13 -1.91 -0.52
H -2.07 -1.72 0.47
H -3.17 -0.22 -0.25
H -1.03 2.42 0.07
H 1.30 2.36 -0.60
H 3.27 -0.09 0.19
N 0.07 -0.71 0.72
N 2.31 -0.61 0.23
O 0.09 -1.92 -0.51
*
```

Properties
relative energy (zero: lowest compared OMol25 entry of this formula, charge and spin) = 6.036 eV
F_max = 6.820 eV/Å
E_LUMO = -0.14 eV
gap between HOMO and LUMO = 8.834 eV
HOMO level = -8.978 eV

Which formula does entry 3 have?
C5H6N2O

What is the F_max in the third record?
6.820 eV/Å